Record 1
A structure of composition C3H9BCsO2S in a non-equilibrium geometry. Source: the Open Molecules 2025 dataset; level of theory: ωB97M-V/def2-TZVPD.

Cartesian coordinates (Å):
C: -0.97150 -1.56455 -0.39292
C: -0.13685 -1.33347 1.00953
B: 0.47309 0.19197 1.14118
C: 1.59776 0.71132 0.01613
S: 0.73795 2.15912 -0.88541
O: -0.79109 2.13763 -0.49928
O: 0.96115 2.09836 -2.41959
H: -0.45153 -1.06001 -1.32385
H: -2.09625 -1.23324 -0.34060
H: -0.96742 -2.73579 -0.58749
H: -0.86672 -1.47849 1.93581
H: 0.76469 -2.08075 1.00225
H: 0.10023 0.93937 1.99145
H: 2.59409 1.04466 0.53392
H: 1.76341 -0.20375 -0.70150
H: 1.26346 3.32464 -0.30212
Cs: -3.97449 -0.91702 -0.17751

Properties
HOMO   -0.495 Ha
Charge   +1
E_LUMO   -3.65 eV

---

Record 2
A structure of composition C30H33ClIN3O4RuSi. Source: the Open Molecules 2025 dataset; level of theory: ωB97M-V/def2-TZVPD.

Cartesian coordinates (Å):
Ru: 0.76885 -0.02614 0.90320
Cl: -3.54274 -0.09270 6.60021
C: -2.42347 0.49942 5.40735
C: -2.14430 1.83005 5.35820
C: -1.19997 2.31951 4.44174
I: -0.82370 4.35513 4.40655
C: -0.52948 1.49459 3.56321
O: 0.36368 2.04157 2.75262
C: -0.90889 0.10578 3.53732
N: -0.40496 -0.71787 2.55885
C: -0.72709 -1.99089 2.56018
C: -1.56313 -2.58143 3.52466
C: -2.11782 -1.78215 4.47458
C: -1.82145 -0.39775 4.49212
H: -2.63236 2.51233 6.03957
H: -0.32400 -2.58569 1.74830
H: -1.77276 -3.63990 3.47332
H: -2.78909 -2.18345 5.22019
C: 4.59018 -0.72920 -1.90310
Si: 3.41331 -0.54583 -0.45072
C: 2.82100 -2.30177 -0.05670
C: 4.43556 -0.00263 1.02180
N: 2.03370 0.43837 -0.65165
C: 1.50586 1.14374 -1.68728
C: 2.07457 1.31654 -2.96180
C: 1.39249 1.96067 -3.98362
C: 0.11273 2.45737 -3.78414
C: -0.46309 2.34460 -2.52110
C: 0.24696 1.74873 -1.50268
O: -0.26840 1.59197 -0.20452
C: -1.38936 2.28890 0.22741
C: -2.32587 1.59268 0.96810
C: -3.40431 2.27411 1.51083
C: -3.54863 3.63907 1.30570
C: -2.59639 4.32231 0.56202
C: -1.50667 3.65472 0.02406
H: 5.36707 -1.44317 -1.61603
H: 5.08477 0.20856 -2.16433
H: 4.09836 -1.11419 -2.79911
H: 3.65860 -2.94449 0.22585
H: 2.32412 -2.75386 -0.92061
H: 2.11405 -2.32914 0.78726
H: 5.33380 -0.61855 1.11643
H: 3.87589 -0.08576 1.95504
H: 4.74910 1.03843 0.91600
H: 3.06439 0.92407 -3.14864
H: 1.87000 2.06497 -4.95037
H: -0.43599 2.93170 -4.58601
H: -1.46671 2.70315 -2.34216
H: -2.20297 0.52626 1.09590
H: -4.13534 1.73114 2.09713
H: -4.39421 4.16739 1.72528
H: -2.68880 5.38972 0.40828
H: -0.73946 4.19191 -0.51653
C: 1.49942 1.23112 2.26849
H: 2.16588 1.99433 1.86514
H: 1.96383 0.78165 3.15853
O: -2.14313 -0.32037 -1.54564
C: -1.20788 -1.03874 -1.74570
O: -0.29787 -1.32544 -0.79239
C: -0.91396 -1.72128 -3.07021
N: 0.37449 -2.43347 -3.01680
C: 0.12473 -3.86080 -3.28784
C: -1.17758 -3.89265 -4.08055
C: -1.98514 -2.77819 -3.41734
H: -0.89864 -0.92327 -3.81571
H: 0.37108 -1.90967 -1.22955
H: 1.03154 -2.03934 -3.67495
H: -0.00038 -4.39172 -2.33933
H: 0.97667 -4.30363 -3.80135
H: -1.67725 -4.85995 -4.04300
H: -0.98376 -3.64897 -5.12786
H: -2.46856 -3.14096 -2.50756
H: -2.76117 -2.36152 -4.05457

Properties
HOMO (spin up / spin down)   -0.235 / -0.239 Ha
E_LUMO (spin up / spin down)   -0.35 / -0.32 eV

---

Record 3
A structure of composition C4H10BeNO3PS in a non-equilibrium geometry. Source: the Open Molecules 2025 dataset; level of theory: ωB97M-V/def2-TZVPD.

Cartesian coordinates (Å):
N: 3.00989 -0.06947 -0.00965
P: 1.50079 -0.12608 0.75143
C: 0.25280 -0.94946 -0.27062
C: -0.36034 0.02202 -1.30376
C: -1.38366 1.01968 -0.70725
C: -1.64471 0.86214 0.77775
O: -2.08334 -0.47957 1.07319
S: -1.07063 -1.63700 0.79637
O: -0.38132 -2.05795 1.97712
O: -1.72712 -2.60649 0.00176
H: 3.34635 0.86033 -0.13093
H: 1.70438 -0.86365 1.93185
H: 1.11878 1.17612 1.05859
H: 0.73340 -1.80656 -0.74744
H: 0.45365 0.57839 -1.78282
H: -0.80662 -0.57041 -2.09934
H: -2.33241 0.83074 -1.21010
H: -1.14989 2.06043 -0.92884
H: -2.44963 1.52795 1.07598
H: -0.80686 1.10467 1.43455
Be: 4.07649 1.12418 -1.68786

Properties
HOMO   -0.644 Ha
Charge   +2
E_LUMO   -13.76 eV

---

Record 4
A cluster of 2 separate species, C4H9NO2 in total in a non-equilibrium geometry. Source: the Open Molecules 2025 dataset; level of theory: ωB97M-V/def2-TZVPD.

Cartesian coordinates (Å):
C: -1.12220 1.33802 -0.68511
C: -0.30634 0.58609 0.35424
C: -0.83430 -0.84256 0.51046
O: -0.10583 -1.60317 1.44871
N: 1.09014 0.55275 -0.08456
C: 2.33988 -1.44497 -1.23108
O: 2.26303 -2.11304 -0.30745
H: -0.77315 2.37286 -0.77183
H: -2.18273 1.36422 -0.41975
H: -1.01914 0.85587 -1.66592
H: -0.40395 1.07778 1.33765
H: -1.86999 -0.80907 0.86918
H: -0.84393 -1.32879 -0.47906
H: 0.71627 -1.87219 1.01982
H: 1.34380 1.38404 -0.61189
H: 1.70845 0.48217 0.71659

Properties
Energy relative to the best compared isomer or geometry (same formula, charge and spin)   155.3 kJ/mol
HOMO   -0.346 Ha
E_LUMO   1.05 eV

---

Record 5
A cluster of 2 separate species, CH4NP in total in a non-equilibrium geometry. Source: the Open Molecules 2025 dataset; level of theory: ωB97M-V/def2-TZVPD.

Cartesian coordinates (Å):
C: 0.54008 -0.01764 0.15610
N: -0.33519 0.16286 -0.83144
P: -1.89165 0.27535 -0.93762
H: 1.53745 -0.51889 -0.10510
H: -0.28349 -1.15108 1.47078
H: 0.67339 0.71996 0.94004
H: -1.85026 0.59838 -2.24029

Properties
Energy relative to the best compared isomer or geometry (same formula, charge and spin)   331.9 kJ/mol
HOMO   -0.307 Ha
E_LUMO   -1.08 eV

---

Record 6
A cluster of 7 separate species, C14H21N7 in total in a non-equilibrium geometry. Source: the Open Molecules 2025 dataset; level of theory: ωB97M-V/def2-TZVPD.

Cartesian coordinates (Å):
C: 1.91805 -4.65562 -3.60103
C: 1.32264 -4.24070 -4.82741
N: 0.86237 -3.97091 -5.83530
H: 1.16026 -5.03925 -2.91132
H: 2.52353 -3.83783 -3.21403
H: 2.57371 -5.48803 -3.88378
C: 0.77836 -0.82096 -0.26382
C: 0.64491 0.62378 -0.31394
N: 0.53789 1.77057 -0.27372
H: 0.43691 -1.09719 0.70202
H: 1.81002 -1.07030 -0.44922
H: 0.17752 -1.16829 -1.07975
C: -2.04645 3.05930 -2.79071
C: -1.02658 2.66780 -3.74818
N: -0.18402 2.35515 -4.43522
H: -1.73592 3.22814 -1.75605
H: -2.84904 2.27788 -2.76891
H: -2.57538 3.96361 -3.12059
C: 2.82222 4.20010 0.33748
C: 1.82214 5.23773 0.16966
N: 0.98308 6.01689 0.09910
H: 3.71224 4.63900 -0.08663
H: 2.48103 3.30040 -0.12389
H: 2.90639 4.06180 1.43403
C: -2.09248 -1.09453 4.98283
C: -1.52898 -1.04603 3.66164
N: -1.17583 -1.06044 2.56986
H: -2.06648 -1.97952 5.60780
H: -3.08579 -0.64956 5.02976
H: -1.47240 -0.47564 5.60820
C: -0.59540 3.10697 2.43989
C: 0.17876 3.42523 3.69651
N: 0.71707 3.71409 4.67381
H: 0.01098 3.58387 1.66484
H: -1.54751 3.59475 2.47312
H: -0.71612 2.02931 2.26900
C: -1.13969 -4.40275 -0.26009
C: -0.57932 -5.72632 -0.41571
N: 0.03674 -6.67744 -0.62857
H: -2.10214 -4.48979 0.24386
H: -1.47534 -4.01182 -1.19551
H: -0.42195 -3.85344 0.31997

Properties
Energy relative to the best compared isomer or geometry (same formula, charge and spin)   93.6 kJ/mol
HOMO   -0.425 Ha
Structure (SMILES)   CC#N.CC#N.CC#N.CC#N.CC#N.CC#N.CC#N
E_LUMO   0.01 eV

---

Please write out number 5 again, unchanged.
A cluster of 2 separate species, CH4NP in total in a non-equilibrium geometry. Source: the Open Molecules 2025 dataset; level of theory: ωB97M-V/def2-TZVPD.

Cartesian coordinates (Å):
C: 0.54008 -0.01764 0.15610
N: -0.33519 0.16286 -0.83144
P: -1.89165 0.27535 -0.93762
H: 1.53745 -0.51889 -0.10510
H: -0.28349 -1.15108 1.47078
H: 0.67339 0.71996 0.94004
H: -1.85026 0.59838 -2.24029

Properties
Energy relative to the best compared isomer or geometry (same formula, charge and spin)   331.9 kJ/mol
HOMO   -0.307 Ha
E_LUMO   -1.08 eV